A structure of composition C2H3N2O2 in a non-equilibrium geometry. Source: OMol25; level of theory: ωB97M-V with the def2-TZVPD basis set.

Positions of all 9 atoms, in Å:
C (1.784, 0.019, 0.073)
C (-0.905, -1.013, 0.010)
N (0.581, 0.290, -0.038)
N (-1.959, -0.670, -0.333)
O (2.850, -0.436, 0.149)
O (-0.203, 1.454, -0.032)
H (-0.277, -1.839, 0.146)
H (-2.311, 0.236, -0.526)
H (0.440, 1.959, 0.551)

- relative energy (zero: lowest compared OMol25 entry of this formula, charge and spin) (eV) = 4.768
- highest occupied orbital energy (eV) = -16.00
- LUMO (eV) = -6.053
- total charge = +1
- HOMO-LUMO gap (eV) = 9.9
- energy (eV) = -9185.5562

Atom charges from the Mulliken analysis, given in e for atoms 1 to 5: C 0.671; C 0.157; N -0.170; N -0.149; O -0.226